51
Properties=species:S:1:pos:R:3 method="wB97M-V/def2-TZVPD" multiplicity=2 lumo_energy_ev="2.656 / 2.608" total_charge=-1 gap_ev="7.8 / 7.9" e_homo_ev="-5.12 / -5.25"
N -1.744 0.275 -0.721
C 2.652 1.609 -2.301
C -0.867 -2.599 3.192
C 0.304 -3.615 1.307
H -5.229 1.811 -1.154
H 2.810 -0.471 -1.912
O -3.286 -2.055 1.340
C -2.389 -1.392 0.871
C 2.857 4.227 -1.404
C -3.174 1.856 -1.754
C -0.416 -3.666 3.966
H 1.359 -2.651 -0.273
H 3.054 5.207 -0.974
O -0.635 2.592 -3.063
H 0.031 3.355 0.314
C -0.680 1.885 -2.055
H -0.689 -3.645 5.053
N 0.383 1.434 -1.367
C 3.718 2.378 -2.659
C 1.689 3.479 -1.100
H 1.611 -0.126 -3.119
H 3.234 0.035 -3.580
H 4.429 2.038 -3.373
C 3.893 3.678 -2.135
H -1.234 -1.324 4.874
C -4.243 1.361 -1.022
F 1.784 -0.196 0.499
C -0.554 -2.612 1.835
H -4.812 -0.023 0.527
H -0.260 4.559 -0.906
C -1.590 -1.456 3.839
H -1.406 -0.507 3.306
H 4.738 4.286 -2.390
H 0.928 4.859 0.382
C -2.753 -0.220 0.001
H 1.292 -5.511 1.728
C -4.001 0.333 -0.087
C 0.312 -4.717 3.434
H -0.165 -3.379 -0.795
C 0.696 -3.495 -0.128
C 0.546 4.098 -0.295
H 0.483 -5.628 4.002
H -3.204 2.702 -2.442
C -1.936 1.318 -1.472
N -1.049 -1.568 0.941
Cu 0.093 -0.069 -0.087
H -2.664 -1.668 3.829
H 1.217 -4.413 -0.455
C 0.720 -4.682 2.113
C 2.576 0.152 -2.750
C 1.573 2.159 -1.582


46
Properties=species:S:1:pos:R:3 method="wB97M-V/def2-TZVPD" relative_energy_kcal_mol=5.1 lumo_energy_ev=-5.259 total_charge=+1 gap_ev=5.7 e_homo_ev=-10.92
H -2.765 -2.402 5.634
N -3.342 0.206 4.687
H 1.803 2.755 3.756
H -3.913 -4.338 7.356
H -2.457 -3.708 8.137
C -2.030 -0.243 2.463
C -3.694 -0.484 5.833
H -3.825 2.207 4.025
C -2.999 -0.975 1.698
C -3.378 -1.770 6.277
C -3.345 -2.319 2.016
C 1.815 4.612 2.649
H 2.676 5.017 3.186
C -4.295 -3.009 1.268
H -5.097 2.382 6.229
C 1.328 3.351 2.973
H -5.074 -0.581 -1.010
H -1.260 3.189 0.727
H -0.345 5.407 0.124
C -3.894 1.411 4.761
C 1.211 5.367 1.628
H -3.999 -3.711 9.014
C -3.649 -0.369 0.586
H -5.578 0.657 8.470
C -3.860 -2.190 7.526
H -2.839 -2.799 2.858
C -0.324 1.521 2.670
H -1.783 -0.621 3.454
H -3.419 0.670 0.340
H -4.542 -4.042 1.522
C -4.974 -0.033 7.880
C -4.937 -2.384 0.185
C -1.340 0.864 1.978
C -3.538 -3.562 8.034
N -4.594 1.552 5.930
C 0.200 2.799 2.297
C 0.115 4.835 0.932
H -5.697 -2.919 -0.387
C -0.392 3.580 1.260
C -4.596 -1.069 -0.159
H 1.594 6.357 1.377
H -1.599 1.219 0.976
H 0.112 1.030 3.543
H -5.003 -1.698 9.275
C -4.648 -1.328 8.311
C -4.490 0.360 6.643


59
Properties=species:S:1:pos:R:3 method="wB97M-V/def2-TZVPD" relative_energy_kcal_mol=0.0 lumo_energy_ev=1.932 total_charge=-1 gap_ev=6.7 e_homo_ev=-4.77
C 4.109 0.346 3.425
Se -1.104 -1.744 -3.334
C 0.176 -2.266 -0.936
H 2.279 1.496 3.558
Se -0.081 1.972 -4.593
H 5.721 -1.053 3.243
H 1.789 -2.742 3.309
H 0.270 0.648 6.166
C 1.920 -0.600 3.468
N 0.667 -0.216 0.406
C -0.887 -3.041 6.310
Se -3.619 -0.225 -5.312
C 4.649 -0.926 3.318
H 0.638 1.446 -2.203
H -1.227 -4.068 6.342
S -3.561 -0.385 3.221
S 0.144 -0.357 3.471
C -3.096 -2.225 -0.190
H 0.036 2.749 -1.479
H -2.603 -1.962 -1.117
C 3.817 -2.038 3.281
N 0.401 1.822 -1.279
Sb -1.951 0.655 -3.833
C -4.495 -3.712 1.111
C -0.181 -1.123 5.065
H -2.108 1.388 2.342
C -0.041 -0.388 6.230
C -0.619 -2.437 5.089
H 4.239 -3.029 3.180
H -0.951 -2.788 8.438
C -4.482 -2.854 2.194
C 2.444 -1.879 3.354
C -2.574 0.449 2.087
Se -2.864 1.611 -1.676
H 1.363 2.496 0.464
C 0.712 -1.657 0.364
H 1.737 -2.013 0.499
H -3.853 -4.074 -0.912
C -3.815 -3.395 -0.071
C -3.753 -1.673 2.076
O 0.077 -1.381 -1.921
C -0.319 -0.993 7.446
H -5.020 -3.088 3.103
O -0.081 1.106 3.662
O -0.147 -3.427 -1.017
N -2.376 -0.155 0.961
C 1.578 1.843 -0.384
H 2.469 2.201 -0.897
C -0.734 -2.319 7.486
C 2.734 0.516 3.497
O 2.957 -0.035 0.189
C -3.051 -1.370 0.906
H -0.212 -0.431 8.365
Pd -1.022 0.717 -0.349
H -0.761 -2.979 4.160
C 1.819 0.420 0.112
H -5.049 -4.639 1.176
H 0.094 -2.097 1.153
H 4.758 1.212 3.432


Result set for total energy: -2944.2985 -998.3023 -12124.7163 Eh, one per record in the order listed.